1.
DFT (ωB97M-V with the def2-TZVPD basis set) results for C5H11N in the gas phase at a distorted geometry.

Its structure (SMILES) is C[C@@H]1[C@H](C)N1C. Its net charge is 0. For the energy above the lowest of the compared OMol25 structures with the same formula, charge and spin, the calculation gives 58.5 kcal per mole. The value obtained for the highest occupied orbital energy is -8.5 eV. The gap between HOMO and LUMO is 9.6 eV. The spin multiplicity is 1.

Each line ends with the natural charge from an NBO analysis.
Element x y z (Å)
C -0.87 0.74 -1.83  -0.63
C 0.34 0.29 -1.05  0.00
C 0.12 -0.94 0.04  -0.07
C -1.01 -1.42 1.00  -0.63
N 0.46 0.39 0.33  -0.45
C 1.41 0.97 1.20  -0.40
H -0.85 1.77 -2.18  0.20
H -0.97 0.09 -2.71  0.21
H -1.75 0.59 -1.19  0.21
H 1.29 0.47 -1.62  0.17
H 0.80 -1.73 -0.24  0.17
H -0.94 -0.83 1.93  0.21
H -0.90 -2.47 1.31  0.21
H -2.04 -1.29 0.65  0.21
H 1.36 0.42 2.14  0.20
H 1.09 2.00 1.38  0.20
H 2.45 0.96 0.84  0.17



2.
DFT (ωB97M-V with the def2-TZVPD basis set) results for a gas-phase ion, C3H9N2 (charge +2).

Its net charge is +2. For the energy above the lowest of the compared OMol25 structures with the same formula, charge and spin, the calculation gives 11.1 kcal per mole. The value obtained for the highest occupied orbital energy (spin up / spin down) is -20.6 / -22.4 eV. The gap between HOMO and LUMO (spin up / spin down) is 11.3 / 10.1 eV. The spin multiplicity is 2. Its expectation value of S² is 0.760.

Each line ends with the Löwdin spin population.
Element x y z (Å)
C 0.32 0.02 -1.86  0.02
C 0.42 0.11 -0.37  0.09
C -0.80 0.40 0.32  0.60
N -1.15 -0.15 1.64  0.07
N 1.54 -0.13 0.24  0.17
H 0.52 0.97 -2.36  0.00
H 1.05 -0.71 -2.22  0.00
H -0.65 -0.40 -2.12  0.00
H -1.59 0.99 -0.10  0.02
H -1.32 0.57 2.36  0.01
H -2.02 -0.72 1.58  0.01
H -0.43 -0.80 1.96  0.00
H 1.71 -0.02 1.24  0.00
H 2.40 -0.14 -0.32  0.00



3.
DFT (ωB97M-V with the def2-TZVPD basis set) results for a molecular structure, C53H51CsN11O7PS3 at a distorted geometry.

Its net charge is -2. For the energy above the lowest of the compared OMol25 structures with the same formula, charge and spin, the calculation gives 15.3 kcal per mole. The value obtained for the highest occupied orbital energy is -3.1 eV. The gap between HOMO and LUMO is 6.6 eV. The spin multiplicity is 1.

Each line ends with the Mulliken charge.
Element x y z (Å)
Cs -0.49 -1.26 1.84  0.92
C -0.11 3.03 1.28  -1.11
N 0.73 1.85 1.44  0.86
C 2.10 2.25 1.84  -0.67
C 2.96 1.12 1.45  0.47
N 3.45 0.32 2.35  -0.72
C 4.08 -0.73 1.60  0.56
C 4.73 -1.88 2.06  -0.85
C 5.18 -2.73 1.10  -0.31
C 4.97 -2.56 -0.26  -1.02
C 4.24 -1.42 -0.69  -0.63
C 3.84 -0.51 0.27  0.59
N 3.19 0.72 0.17  0.21
C -1.46 2.58 0.81  -0.65
N -1.99 1.38 1.06  0.81
C -3.15 1.38 0.38  0.32
C -4.16 0.35 0.49  -0.14
C -5.27 0.53 -0.30  -0.55
C -5.39 1.69 -1.12  -0.46
C -4.44 2.68 -1.21  -1.21
C -3.34 2.55 -0.34  0.28
N -2.23 3.30 -0.04  0.41
H 0.34 3.73 0.55  0.61
H -0.16 3.53 2.27  0.34
H 0.78 1.49 0.46  -0.77
H 2.08 2.29 2.90  0.33
H 2.38 3.20 1.41  0.38
H 4.72 -2.17 3.06  0.54
H 5.80 -3.55 1.38  0.30
H 5.34 -3.29 -0.96  0.42
H 4.13 -1.27 -1.73  0.64
H 2.78 1.02 -0.73  0.18
H -4.04 -0.45 1.20  0.29
H -6.17 -0.13 -0.37  0.34
H -6.28 1.82 -1.77  0.29
H -4.44 3.49 -2.00  0.28
H -2.00 4.15 -0.41  0.07
N 5.95 -5.77 2.41  -0.72
C 4.52 -5.67 2.27  0.52
C 3.70 -5.05 3.23  -0.51
C 2.32 -5.05 3.05  -0.36
C 1.75 -5.64 1.87  -0.35
C 2.56 -6.25 0.98  -0.39
C 3.93 -6.29 1.18  -0.71
S -0.01 -5.54 1.45  1.19
O -0.30 -6.74 0.69  -0.77
O -0.62 -5.47 2.77  -0.72
N -0.26 -4.16 0.60  -0.23
C 0.24 -3.88 -0.56  -0.15
N -0.11 -2.67 -1.06  0.03
C 0.32 -2.26 -2.29  -0.24
C 1.04 -3.11 -3.09  -0.92
C 1.47 -4.29 -2.42  -0.13
N 1.09 -4.73 -1.24  -0.36
H 6.29 -4.89 2.83  0.37
H 6.38 -5.87 1.46  0.31
H 4.04 -4.77 4.22  0.48
H 1.71 -4.64 3.89  0.45
H 2.15 -6.74 0.14  0.52
H 4.49 -6.76 0.40  0.31
H 0.00 -1.27 -2.64  0.56
H 1.37 -2.92 -4.14  0.34
H 2.10 -4.96 -3.03  0.33
O -2.26 -0.13 -2.46  -0.60
H -2.68 -0.74 -1.93  0.39
H -1.54 0.22 -1.88  0.11
O -2.83 -2.07 -0.39  -0.43
H -3.29 -2.91 -0.13  0.30
H -1.94 -2.34 -0.62  0.21
O 0.50 3.59 4.39  -0.53
H 0.66 4.27 5.05  0.23
H 0.34 2.80 4.91  0.08
O 0.07 0.98 -1.41  0.11
C 0.62 1.64 -2.31  -0.17
N -0.04 1.96 -3.44  0.00
C 0.92 2.48 -4.40  3.33
C 2.19 2.61 -3.39  -0.52
O 3.13 3.28 -3.66  -0.72
N 1.86 2.16 -2.17  -0.77
C 0.55 3.88 -4.93  -1.30
C 1.15 4.42 -6.10  -0.27
C 0.79 5.68 -6.52  -0.61
C -0.12 6.47 -5.84  -0.42
C -0.60 6.03 -4.65  -0.95
C -0.27 4.71 -4.23  -0.27
C 1.13 1.54 -5.56  -0.99
C 2.21 0.69 -5.60  -0.22
C 2.41 -0.15 -6.67  -0.80
C 1.51 -0.26 -7.71  -0.55
C 0.38 0.60 -7.65  -0.83
C 0.23 1.46 -6.59  0.34
H -0.68 1.25 -3.75  0.46
H 1.94 3.89 -6.56  0.53
H 1.21 6.09 -7.53  0.20
H -0.29 7.45 -6.22  0.40
H -1.18 6.70 -4.03  0.40
H -0.72 4.41 -3.31  0.54
H 2.99 0.59 -4.81  0.32
H 3.21 -0.89 -6.62  0.38
H 1.57 -0.97 -8.54  0.40
H -0.36 0.69 -8.40  0.45
H -0.62 2.14 -6.58  0.39
S -2.47 -0.08 7.82  -0.67
P -1.90 0.39 6.01  1.21
S 0.05 0.63 5.57  -0.51
C -2.54 -0.82 4.84  0.43
C -3.83 -0.73 4.31  -0.26
C -4.41 -1.70 3.58  -0.98
C -3.75 -2.92 3.40  -0.52
C -2.43 -3.08 3.98  -0.18
C -1.87 -2.06 4.73  -0.67
C -2.80 1.94 5.57  -0.76
C -2.57 2.57 4.34  0.60
C -3.37 3.63 4.00  -0.60
C -4.40 4.05 4.80  -0.64
C -4.63 3.44 5.98  -0.43
C -3.81 2.43 6.41  -0.37
H -4.31 0.12 4.63  0.62
H -5.41 -1.62 3.14  0.30
H -4.06 -3.67 2.74  0.59
H -1.97 -4.07 3.90  0.30
H -0.94 -2.41 5.21  0.30
H -1.87 2.15 3.61  0.29
H -3.27 4.14 3.04  0.27
H -5.07 4.69 4.20  0.26
H -5.50 3.66 6.60  0.32
H -3.87 1.99 7.41  0.30



4.
DFT (ωB97M-V with the def2-TZVPD basis set) results for a molecular structure, C4H13N3 at a distorted geometry.

Its net charge is 0. For the energy above the lowest of the compared OMol25 structures with the same formula, charge and spin, the calculation gives 96.1 kcal per mole. The value obtained for the highest occupied orbital energy (spin up / spin down) is -7.2 / -7.2 eV. The gap between HOMO and LUMO (spin up / spin down) is 8.0 / 8.0 eV. The spin multiplicity is 1.

Each line ends with the natural charge from an NBO analysis.
Element x y z (Å)
C -0.85 0.45 0.31  0.20
C -0.07 -0.66 -0.13  0.02
C 2.21 1.02 -0.40  -0.42
C -0.01 -1.95 0.65  -0.63
N 1.49 0.16 0.50  -0.75
N -0.87 1.65 -0.34  -0.80
N -2.17 -0.87 -0.55  -1.03
H 1.37 0.62 1.41  0.33
H -1.11 0.49 1.37  0.21
H 0.17 -0.71 -1.19  0.22
H -1.39 2.41 0.05  0.40
H -0.68 1.67 -1.33  0.39
H -2.62 -0.15 -1.12  0.33
H -2.80 -1.10 0.21  0.34
H 3.21 1.27 0.00  0.19
H 2.38 0.50 -1.34  0.18
H 1.73 1.99 -0.63  0.14
H -0.33 -1.80 1.68  0.20
H -0.67 -2.68 0.19  0.24
H 1.01 -2.31 0.66  0.24



5.
DFT (ωB97M-V with the def2-TZVPD basis set) results for 2 unconnected molecules or ions with the total composition C5H10O.

Its structure (SMILES) is C=CCCC=O.[H][H]. Its net charge is 0. For the energy above the lowest of the compared OMol25 structures with the same formula, charge and spin, the calculation gives 54.8 kcal per mole. The value obtained for the highest occupied orbital energy is -9.8 eV. The gap between HOMO and LUMO is 10.7 eV. The spin multiplicity is 1.

Each line ends with the natural charge from an NBO analysis.
Element x y z (Å)
C 1.74 -0.59 0.09  -0.37
C 0.94 0.14 0.85  -0.21
C 0.19 1.37 0.37  -0.44
C -1.04 0.94 -0.46  -0.51
C -1.61 -0.33 0.13  0.46
O -1.88 -1.33 -0.50  -0.53
H 1.95 -0.32 -0.95  0.19
H 2.19 -1.51 0.45  0.21
H 0.74 -0.19 1.87  0.20
H -0.12 1.98 1.22  0.21
H 0.85 1.99 -0.25  0.22
H -1.83 1.71 -0.44  0.23
H -0.78 0.74 -1.50  0.23
H -1.76 -0.31 1.23  0.11
H 0.61 -2.22 -1.08  -0.04
H -0.13 -2.18 -1.15  0.04



6.
DFT (ωB97M-V with the def2-TZVPD basis set) results for a molecular structure, C57H45AsClCsF6NOP3S2 at a distorted geometry.

Its net charge is +1. For the energy above the lowest of the compared OMol25 structures with the same formula, charge and spin, the calculation gives 114.3 kcal per mole. The value obtained for the highest occupied orbital energy (spin up / spin down) is -10.3 / -10.3 eV. The gap between HOMO and LUMO (spin up / spin down) is 7.2 / 3.1 eV. The spin multiplicity is 2. Its expectation value of S² is 0.762.

Each line ends with the Löwdin spin population.
Element x y z (Å)
Cs 0.53 12.88 22.04  0.00
O 2.78 14.26 23.84  0.00
S 2.90 15.22 22.70  0.01
C 4.19 14.61 21.70  0.00
C 5.24 13.84 22.27  0.00
C 6.14 13.23 21.42  0.00
C 6.12 13.50 20.04  0.00
C 5.15 14.31 19.52  0.00
C 4.10 14.82 20.34  0.00
P 2.63 15.50 19.51  0.00
C 2.56 17.30 19.75  0.00
C 1.40 17.88 19.23  0.00
C 1.20 19.31 19.24  0.00
C 2.20 20.09 19.77  0.00
C 3.37 19.56 20.32  0.00
C 3.55 18.14 20.28  0.00
C 3.09 15.32 17.71  0.00
C 2.82 14.11 17.10  0.00
C 3.14 13.94 15.79  0.00
C 3.73 14.95 15.03  0.00
C 3.89 16.22 15.60  0.00
C 3.52 16.35 16.91  0.00
C 3.73 16.63 23.50  0.05
C 5.08 16.98 23.19  0.01
C 5.66 18.09 23.86  0.08
C 4.92 18.81 24.85  -0.01
C 3.62 18.51 25.04  0.05
C 3.01 17.43 24.40  0.08
P 1.20 17.22 25.10  0.49
C 0.12 16.46 23.81  0.07
C 0.00 16.91 22.47  0.02
C -1.01 16.47 21.62  0.01
C -1.88 15.50 22.06  0.00
C -1.84 15.07 23.36  0.00
C -0.86 15.54 24.25  0.01
C 0.45 18.95 25.12  0.08
C 0.45 19.96 24.11  0.02
C -0.37 21.13 24.21  0.00
C -1.27 21.24 25.27  0.00
C -1.21 20.32 26.32  0.00
C -0.24 19.28 26.27  0.01
H 5.38 13.81 23.31  0.00
H 6.99 12.73 21.81  0.00
H 6.92 13.04 19.41  0.00
H 5.14 14.52 18.48  0.00
H 0.62 17.18 18.77  0.00
H 0.28 19.73 18.79  0.00
H 2.03 21.17 19.82  0.00
H 4.12 20.17 20.75  0.00
H 4.47 17.72 20.57  0.00
H 2.28 13.34 17.73  0.00
H 2.93 12.99 15.30  0.00
H 4.05 14.86 13.99  0.00
H 4.06 17.05 15.01  0.00
H 3.57 17.33 17.30  0.00
H 5.63 16.49 22.44  0.00
H 6.67 18.43 23.69  0.00
H 5.47 19.51 25.47  0.00
H 3.07 19.11 25.74  0.00
H 0.49 17.79 22.11  0.00
H -1.12 16.87 20.64  0.00
H -2.55 15.03 21.39  0.00
H -2.58 14.39 23.73  0.00
H -0.79 15.17 25.27  0.00
H 1.14 19.77 23.29  0.00
H -0.29 21.84 23.42  0.00
H -2.05 21.97 25.36  0.00
H -1.79 20.42 27.22  0.00
H -0.10 18.65 27.19  0.00
Cl -2.74 13.68 26.46  0.00
C -2.92 12.35 27.37  0.00
C -3.12 12.60 28.71  0.00
C -3.40 11.49 29.48  0.00
C -3.47 10.23 28.86  0.00
C -3.08 10.08 27.51  0.00
C -2.93 11.19 26.65  0.00
P -2.82 11.06 24.84  0.00
C -2.91 9.11 24.57  0.00
C -3.95 8.73 23.66  0.00
C -4.20 7.39 23.42  0.00
C -3.21 6.45 23.81  0.00
C -2.19 6.79 24.65  0.00
C -2.03 8.12 25.10  0.00
C -0.86 11.05 24.80  0.00
C -0.02 11.69 25.70  0.00
C 1.43 11.60 25.71  0.00
C 2.08 10.71 24.86  0.00
C 1.19 9.98 24.02  0.00
C -0.13 10.20 23.96  0.00
H -2.99 13.57 29.17  0.00
H -3.67 11.52 30.51  0.00
H -3.72 9.32 29.31  0.00
H -3.00 9.08 27.07  0.00
H -4.43 9.51 23.17  0.00
H -5.05 7.11 22.80  0.00
H -3.36 5.37 23.56  0.00
H -1.42 6.05 25.00  0.00
H -1.12 8.33 25.70  0.00
H -0.48 12.39 26.50  0.00
H 1.98 12.08 26.55  0.00
H 3.15 10.54 24.91  0.00
H 1.56 9.09 23.51  0.00
H -0.74 9.65 23.26  0.00
S 2.66 8.02 19.70  0.00
C 3.92 9.23 19.91  0.00
C 3.39 10.40 20.22  0.00
N 1.98 10.41 20.25  0.00
C 1.45 9.26 20.03  0.00
H 4.91 8.95 19.65  0.00
H 3.92 11.36 20.27  0.00
H 0.39 9.12 19.81  0.00
F -1.23 10.92 21.07  0.00
As -2.43 11.71 20.07  0.00
F -2.79 12.73 21.44  0.00
F -3.51 10.51 20.61  0.00
F -3.46 12.58 19.08  0.00
F -1.95 10.70 18.77  0.00
F -1.21 12.82 19.61  0.00